1.
13
Properties=species:S:1:pos:R:3 method="wB97M-V/def2-TZVPD" fmax_ev_per_a=4.51 gap_ev=10.25 smiles="O=CNCCO" molar_mass_g_mol=89.09 total_charge=0 relative_energy_kj_mol=180.2
C 0.192 -1.667 -0.639
N 0.442 -0.266 -0.632
C 0.789 0.189 0.723
C 0.276 1.658 0.977
O -1.126 1.701 0.664
O -0.526 -2.132 -1.486
H 0.754 -2.150 0.172
H -0.154 0.288 -1.210
H 0.593 -0.527 1.470
H 1.875 0.441 0.837
H 0.404 1.862 2.032
H 0.700 2.354 0.273
H -1.677 2.255 1.308



2.
9
Properties=species:S:1:pos:R:3 method="wB97M-V/def2-TZVPD" fmax_ev_per_a=5.28 gap_ev=11.50 smiles="NS(=O)(=O)N(F)F" molar_mass_g_mol=132.09 total_charge=0 relative_energy_kj_mol=30.1
N -0.581 1.150 -0.479
N -0.056 -1.289 -0.327
O 1.554 0.599 0.680
O -0.618 -0.041 1.721
F 0.666 -1.255 -1.519
F 0.607 -2.313 0.373
S 0.194 0.223 0.613
H -1.629 1.013 -0.144
H -0.138 1.913 -0.920



3.
16
Properties=species:S:1:pos:R:3 method="wB97M-V/def2-TZVPD" fmax_ev_per_a=5.73 gap_ev=9.61 smiles="C=NCCCN" molar_mass_g_mol=86.14 total_charge=0 relative_energy_kj_mol=261.2
C 0.966 0.846 0.860
C 0.338 -0.629 0.829
C -0.247 -0.853 -0.673
C -2.587 -0.212 -0.750
N -1.348 0.006 -0.932
N 2.033 1.006 -0.094
H 1.234 1.271 1.935
H 0.095 1.480 0.678
H 1.096 -1.365 0.817
H -0.425 -0.793 1.510
H -0.313 -1.943 -0.530
H 0.539 -0.538 -1.409
H -3.249 0.741 -0.898
H -3.008 -1.220 -0.558
H 2.021 0.599 -0.933
H 2.855 1.605 0.148



4.
51
Properties=species:S:1:pos:R:3 method="wB97M-V/def2-TZVPD" fmax_ev_per_a=6.74 gap_ev=7.73 smiles="CCOC(=O)[C@H](C#N)[C@H](c1ccc(C)cc1)c1c(C)n(C)c2ccccc12" molar_mass_g_mol=360.46 total_charge=0 relative_energy_kj_mol=423.7
C 2.966 0.744 -5.425
C 2.047 -0.191 -4.671
O 2.228 0.018 -3.232
C 1.469 -0.781 -2.445
C 1.748 -0.539 -0.952
C 1.525 -1.860 -0.472
N 1.864 -2.972 -0.292
O 0.636 -1.552 -2.815
H 2.648 0.651 -6.471
H 2.854 1.797 -5.119
H 4.026 0.446 -5.365
H 0.993 0.048 -4.847
H 2.266 -1.245 -4.882
H 2.814 -0.183 -0.828
C -0.836 1.485 -2.271
C -1.423 0.691 -1.174
N -2.770 0.632 -1.013
C -3.747 1.053 -1.986
C -3.080 -0.072 0.154
C -1.853 -0.497 0.761
C -1.898 -1.181 1.963
C -3.156 -1.515 2.486
C -4.347 -1.160 1.829
C -4.301 -0.433 0.634
C -0.810 0.042 -0.083
C 0.632 0.047 0.147
C 1.100 0.127 1.592
C 0.297 0.728 2.582
C 0.700 0.717 3.911
C 1.932 0.149 4.264
C 2.301 -0.022 5.705
C 2.811 -0.244 3.252
C 2.429 -0.227 1.919
H 0.141 1.927 -2.002
H -0.687 0.845 -3.168
H -1.497 2.328 -2.584
H -4.717 0.788 -1.577
H -3.701 2.132 -2.153
H -3.583 0.518 -2.926
H -0.977 -1.474 2.492
H -3.224 -2.088 3.411
H -5.309 -1.418 2.239
H -5.192 -0.168 0.045
H 1.126 0.959 -0.591
H -0.654 1.186 2.323
H 0.031 1.124 4.677
H 3.273 -0.505 5.770
H 2.362 0.934 6.230
H 1.585 -0.639 6.253
H 3.796 -0.610 3.533
H 3.163 -0.537 1.171



Copy entry 1 word for word.
13
Properties=species:S:1:pos:R:3 method="wB97M-V/def2-TZVPD" fmax_ev_per_a=4.51 gap_ev=10.25 smiles="O=CNCCO" molar_mass_g_mol=89.09 total_charge=0 relative_energy_kj_mol=180.2
C 0.192 -1.667 -0.639
N 0.442 -0.266 -0.632
C 0.789 0.189 0.723
C 0.276 1.658 0.977
O -1.126 1.701 0.664
O -0.526 -2.132 -1.486
H 0.754 -2.150 0.172
H -0.154 0.288 -1.210
H 0.593 -0.527 1.470
H 1.875 0.441 0.837
H 0.404 1.862 2.032
H 0.700 2.354 0.273
H -1.677 2.255 1.308